(1)
Formula: C4H7NO
Source: the Open Molecules 2025 dataset
Level of theory: the ωB97M-V functional and the def2-TZVPD basis

E_tot: -7793.616 eV
Kohn-Sham gap: 0.320 Eh
Spin multiplicity: 1
E_HOMO: -7.9 eV
E_LUMO: 0.8562 eV
Total charge: 0
SMILES: C=CN1CCO1

```
13
C4H7NO (the ωB97M-V functional and the def2-TZVPD basis)
O 1.1116 1.3549 0.3053
N 0.6992 -0.0579 0.3436
C -0.0429 0.2977 -1.2487
C -0.0337 -0.7019 1.3177
C -0.6243 -1.8558 1.1155
C 0.4762 1.7045 -0.9185
H -1.0750 -0.0685 -1.3077
H 1.2374 2.0990 -1.5382
H -0.7293 -2.1269 0.1442
H 0.4163 -0.2368 -2.0430
H -0.3464 2.3457 -0.4944
H -0.1123 -0.4219 2.3397
H -0.9767 -2.3323 1.9844
```

Results of the natural (NBO) charge analysis, in e, for atoms 1 through 2:
1 O -0.393
2 N -0.141

(2)
Formula: C5H10OSi
Source: the Open Molecules 2025 dataset
Level of theory: the ωB97M-V functional and the def2-TZVPD basis

E_tot: -15268.828 eV
Kohn-Sham gap: 0.364 Eh
Spin multiplicity: 1
E_HOMO: -9.1 eV
E_LUMO: 0.8040 eV
Total charge: 0
SMILES: C[Si]1(C)CO1.C#C

```
17
C5H10OSi (the ωB97M-V functional and the def2-TZVPD basis)
Si -0.3268 0.5177 -0.7004
O -1.4113 -0.5559 0.0654
C 1.4572 -0.2206 -1.0540
C 0.2556 -2.0553 1.9049
C -0.3461 2.2786 -0.2072
C -1.9214 -0.2554 -1.2618
C 1.2190 -2.0013 2.6765
H 1.9595 -1.8802 3.3593
H -2.8527 0.3192 -1.1925
H 1.3920 -1.1757 -1.0746
H -0.7119 2.4570 0.8299
H -1.7474 -1.1725 -1.7955
H -0.9406 3.0126 -0.8445
H -0.6135 -1.9956 1.3944
H 0.6450 2.5927 -0.1249
H 1.8710 0.0073 -0.0733
H 2.0724 0.1276 -1.9017
```

Results of the natural (NBO) charge analysis, in e, for atoms 1 through 2:
1 Si 1.701
2 O -0.870

(3)
Formula: C11H26BrN3O9
Source: the Open Molecules 2025 dataset
Level of theory: the ωB97M-V functional and the def2-TZVPD basis

E_tot: -104765.045 eV
Kohn-Sham gap: 0.161 Eh
Spin multiplicity: 1
E_HOMO: -5.5 eV
E_LUMO: -1.0869 eV
Total charge: 0

```
50
C11H26BrN3O9 (the ωB97M-V functional and the def2-TZVPD basis)
Br -1.5861 -3.6578 1.1466
O 0.8520 3.1642 -0.6339
O 0.6173 -1.5406 -1.0293
O 1.0257 0.5411 -1.3902
O -4.9729 -2.6792 -1.8670
O 1.2499 -0.3695 4.2218
O 4.7089 2.1287 -2.6182
O 1.3061 4.4529 1.0493
O -0.0860 0.0701 0.3503
O 2.8964 3.1478 0.2865
N 3.2766 0.2342 -3.0907
N -0.7013 0.1867 3.0866
N -4.5758 -0.7434 -0.7205
C 3.5633 -0.9382 -2.0942
C 5.0375 1.0139 -4.7411
C 0.5200 -0.2524 -0.6438
C 1.7155 3.6019 0.2377
C -1.5656 -0.8717 3.8412
C 0.8727 1.9674 4.0565
C -3.1266 -0.4141 -0.2582
C -4.8703 -2.2300 -0.7821
C 0.5829 0.5046 3.7779
C -5.3168 -2.8992 0.4466
C 4.4531 1.1721 -3.3361
H 4.2226 0.8053 -5.4344
H 2.7093 -1.6085 -2.1925
H 4.3999 -1.5116 -2.4934
H 5.5589 1.9507 -4.9375
H 5.8065 0.2443 -4.8090
H 2.8238 -0.0585 -3.9448
H -1.2291 1.0413 2.9807
H 1.6107 2.0787 4.8509
H 1.2349 2.3440 -0.9534
H 3.7887 -0.5408 -1.1046
H -0.5989 0.0140 2.0968
H -1.7111 -0.5271 4.8651
H -2.5031 -0.9976 3.2995
H 1.2332 2.5563 3.2131
H -1.0442 -1.8277 3.8897
H -4.6554 -0.5070 -1.6992
H -3.1365 0.6724 -0.3449
H -5.2489 -0.3509 -0.0778
H 0.1977 -2.0110 -0.3052
H -5.0923 -2.2492 1.2922
H -2.4783 -0.9885 -0.9199
H 2.6013 0.9091 -2.7611
H -3.0692 -0.6841 0.7963
H -6.3849 -2.8952 0.2290
H -4.8850 -3.8682 0.6971
H -0.0273 2.4205 4.4721
```

Results of the natural (NBO) charge analysis, in e, for atoms 1 through 2:
1 Br -0.965
2 O -0.742

(4)
Formula: C43H44BrN2P2RbS4Te
Source: the Open Molecules 2025 dataset
Level of theory: the ωB97M-V functional and the def2-TZVPD basis

E_tot: -188194.860 eV
Kohn-Sham gap: 0.220 Eh
Spin multiplicity: 1
E_HOMO: -6.2 eV
E_LUMO: -0.1894 eV
Total charge: 0

```
98
C43H44BrN2P2RbS4Te (the ωB97M-V functional and the def2-TZVPD basis)
Te -4.2769 1.8701 -0.2307
Rb 1.5685 0.3541 -0.3258
Br 4.5707 -0.8978 6.2730
S 5.2230 0.2032 -1.2521
S 3.2720 -2.6417 -0.8243
S 2.8384 1.5335 -3.2581
S 1.3563 -1.5811 -3.4691
P -0.9427 2.4093 0.2812
P -1.5956 0.0607 -1.2597
N 3.6230 -0.4355 1.7374
N -5.7573 -0.9552 3.5570
C -4.6452 -2.2019 -2.9396
C -0.3893 1.6652 1.9156
C 0.8858 1.8950 2.4363
C -1.4043 -1.3664 -0.0521
C 0.3804 0.6036 4.4020
C 5.6543 -1.4610 -1.8208
C -2.7798 5.3058 2.6076
C -2.9505 -0.6086 -2.2914
C -1.7490 3.9220 0.9193
C -2.3416 -1.5654 0.9614
C 1.2648 1.3837 3.6708
C -2.1161 4.1414 2.2433
C 1.6942 0.9910 -4.5447
C 4.4365 0.9399 -3.8553
C -2.2629 1.3988 -0.3215
C 4.1969 -0.7213 4.4314
C -5.9704 -1.3174 2.2933
C -3.3057 0.1684 -3.3972
C -0.3226 -2.2450 -0.0981
C -4.3201 -0.2232 -4.2528
C -5.6277 -0.5357 1.1987
C -1.2559 0.8728 2.6633
C 3.0265 -1.3693 2.4778
C -0.1677 -3.2648 0.8365
C 2.7245 -2.7615 -3.6105
C 4.8327 0.2572 3.6864
C -2.2115 -2.5869 1.8884
C -4.8424 1.1001 2.7256
C -0.8828 0.3418 3.8892
C 2.8639 -3.5696 -2.3245
C 4.5054 0.3571 2.3439
C 1.6946 -0.4970 -4.8838
C 5.0740 -2.5259 -0.8966
C -5.2113 0.2434 3.7535
C -3.0835 6.2664 1.6554
C -1.1135 -3.4374 1.8354
C 5.4961 1.1439 -2.7757
C -4.9962 -1.4158 -4.0247
C 3.2757 -1.5564 3.8288
C -5.0257 0.7006 1.4063
C -2.7103 6.0642 0.3335
C -3.6293 -1.8030 -2.0776
C -2.0421 4.9053 -0.0261
H -4.5878 0.4011 -5.0961
H 1.9160 -4.0654 -2.1019
H 2.2547 1.5916 4.0595
H 0.6766 0.1986 5.3622
H 4.3679 -0.1157 -4.1210
H -3.1908 -0.8993 1.0227
H -1.5813 -0.2728 4.4452
H -2.2402 0.6767 2.2649
H 6.4831 0.9046 -3.1753
H -5.0590 0.5355 4.7880
H 2.7539 -2.3207 4.3858
H 5.5227 2.1913 -2.4708
H -1.7552 4.7452 -1.0601
H 2.3012 -2.0003 1.9732
H 4.7269 1.4924 -4.7516
H 0.4192 -2.1524 -0.8860
H 1.6019 2.4954 1.8780
H 1.8699 1.5596 -5.4603
H -4.4045 2.0647 2.9530
H -2.7877 1.1068 -3.5686
H -5.7910 -1.7284 -4.6899
H 5.5542 0.9255 4.1336
H 0.9369 -0.6702 -5.6489
H 5.3814 -2.3319 0.1330
H 3.6443 -2.2209 -3.8310
H 2.6510 -0.7948 -5.3151
H -3.0642 5.4598 3.6413
H 0.6919 -3.9238 0.7755
H -2.9394 6.8112 -0.4161
H -1.0021 -4.2311 2.5636
H -5.1658 -3.1337 -2.7552
H 4.9831 1.1077 1.7239
H 5.2896 -1.6005 -2.8369
H -3.3746 -2.4301 -1.2335
H 0.7158 1.2884 -4.1610
H -2.9664 -2.7131 2.6559
H -6.4265 -2.2911 2.1464
H 5.4739 -3.5052 -1.1671
H -5.7967 -0.9053 0.1942
H 6.7418 -1.5619 -1.8401
H -1.8872 3.3996 2.9980
H 2.5342 -3.4516 -4.4353
H 3.6055 -4.3597 -2.4577
H -3.6052 7.1706 1.9420
```

Results of the Mulliken charge analysis, in e, for atoms 1 through 2:
1 Te 0.286
2 Rb 1.391

(5)
Formula: C9H17ClOSi
Source: the Open Molecules 2025 dataset
Level of theory: the ωB97M-V functional and the def2-TZVPD basis

E_tot: -32052.802 eV
Kohn-Sham gap (alpha / beta): 0.200 / 0.314 Eh
Spin multiplicity: 3
E_HOMO (alpha / beta): -4.7 / -9.7 eV
E_LUMO (alpha / beta): 0.7799 / -1.1922 eV
<S²>: 2.0065
Total charge: 0

```
29
C9H17ClOSi (the ωB97M-V functional and the def2-TZVPD basis)
Cl 4.5285 0.1259 -0.6542
Si -0.5582 0.9980 0.1048
O 0.9983 1.0763 0.6388
C -0.5020 -1.7969 0.1175
C -1.7204 1.0276 1.6070
C 1.9793 -1.1407 0.7972
C 0.5669 -1.7307 1.1911
C 2.0122 0.2885 0.3575
C -0.8263 2.5835 -0.8062
C -0.5252 -0.6635 -0.8911
C 3.0487 0.9082 -0.2969
C -1.7026 -0.7658 -1.7913
H -2.7118 1.1969 1.3171
H -1.4408 1.8782 2.1681
H -1.8071 -1.5255 -2.5044
H 0.9052 -2.6717 1.5817
H -1.9187 0.1304 2.2964
H 2.4104 -1.8010 0.1064
H -1.4781 -1.8338 0.4478
H 3.0375 1.8333 -0.7689
H 2.6043 -1.3007 1.7099
H 0.1500 -1.1490 1.9631
H -1.7125 2.4242 -1.4720
H -0.9525 3.3825 0.0003
H -0.3559 -2.7576 -0.4011
H -2.6890 -0.7433 -1.3374
H 0.4308 -0.7325 -1.5672
H -0.0067 2.7622 -1.4459
H -1.7641 -0.0028 -2.4680
```

Results of the natural (NBO) charge analysis, in e, for atoms 1 through 2:
1 Cl 0.026
2 Si 1.916

(6)
Formula: C7H14
Source: the Open Molecules 2025 dataset
Level of theory: the ωB97M-V functional and the def2-TZVPD basis

E_tot: -7485.344 eV
Kohn-Sham gap: 0.416 Eh
Spin multiplicity: 1
E_HOMO: -10.1 eV
E_LUMO: 1.2372 eV
Total charge: 0
SMILES: CC(C)CC1CC1

```
21
C7H14 (the ωB97M-V functional and the def2-TZVPD basis)
C 1.8973 0.9941 0.5944
C -1.1184 0.0007 0.1045
C -1.2419 1.0726 -0.9830
C 2.6930 -0.1705 0.0767
C -2.4024 -0.8286 0.1517
C 1.3458 -0.4019 0.6999
C 0.1412 -0.8692 -0.1032
H 0.3893 -0.9094 -1.1735
H 2.7663 -0.2710 -1.0036
H 1.3757 -0.8087 1.7100
H 2.2189 1.4795 1.5114
H -1.0099 0.5061 1.0744
H -1.4175 0.6031 -1.9599
H -0.0733 -1.9063 0.1883
H -3.2640 -0.1933 0.3881
H -2.0786 1.7510 -0.7818
H -0.3349 1.6783 -1.0686
H 1.4701 1.6747 -0.1353
H -2.5975 -1.3065 -0.8167
H 3.5849 -0.4781 0.6150
H -2.3440 -1.6167 0.9112
```

Results of the natural (NBO) charge analysis, in e, for atoms 1 through 2:
1 C -0.427
2 C -0.217

(7)
Formula: C3H7O4PS
Source: the Open Molecules 2025 dataset
Level of theory: the ωB97M-V functional and the def2-TZVPD basis

E_tot: -31535.852 eV
Kohn-Sham gap: 0.349 Eh
Spin multiplicity: 1
E_HOMO: -10.2 eV
E_LUMO: -0.6667 eV
Total charge: 0

```
16
C3H7O4PS (the ωB97M-V functional and the def2-TZVPD basis)
S -1.5533 -0.8829 0.6418
P -0.1337 -0.3080 -0.9129
O -0.9474 -1.6161 1.6932
O -2.8109 -1.4001 0.1302
O -1.8720 0.6640 1.0443
O -0.9360 -0.0539 -2.1169
C -0.6598 1.3409 1.2823
C 1.9110 -1.4745 -1.2371
C 0.3108 1.2034 0.0173
H -0.1409 1.0735 2.1937
H 1.3850 1.2011 0.1156
H 2.1231 -1.7888 -0.2515
H 1.4940 -2.0325 -2.0512
H -0.8345 2.5520 1.4344
H 2.4780 -0.5140 -1.3713
H 0.1866 2.0359 -0.6117
```

Results of the natural (NBO) charge analysis, in e, for atoms 1 through 2:
1 S 2.039
2 P 1.455

(8)
Formula: C28H25ClIrNP
Source: the Open Molecules 2025 dataset
Level of theory: the ωB97M-V functional and the def2-TZVPD basis

E_tot: -55576.841 eV
Kohn-Sham gap (alpha / beta): 0.139 / 0.084 Eh
Spin multiplicity: 5
E_HOMO (alpha / beta): -1.8 / -2.4 eV
E_LUMO (alpha / beta): 1.9644 / -0.1593 eV
<S²>: 6.0336
Total charge: -1

```
57
C28H25ClIrNP (the ωB97M-V functional and the def2-TZVPD basis)
Ir 0.9722 -0.5769 -1.3318
Cl 2.3825 1.1611 -1.6444
P -0.6238 0.1645 1.3521
N -0.2400 0.1603 -0.2219
C 0.8639 -2.7139 -0.6566
C 1.8412 -0.4952 2.4025
C -1.8752 1.4093 1.5815
C 3.0956 0.9000 3.9222
C 0.0208 -2.4904 -1.7932
C -3.0726 1.1256 2.2691
C -1.7991 -2.3889 1.4004
C -3.9427 2.1679 2.5835
C 0.8705 0.5156 2.3016
C 0.8527 -2.0263 -2.8708
C 1.3725 2.5343 -6.3757
C 2.1305 1.9050 3.8118
C -2.0619 -3.6338 3.4630
C 0.4520 0.6566 -7.3653
C 2.2137 -1.9772 -2.3828
C 1.0166 1.7236 2.9956
C -2.4673 3.7508 1.4711
C -1.5891 2.7154 1.1459
C 0.1411 1.8932 -6.7185
C 2.4441 1.6952 -6.8130
C -1.2329 -1.3346 2.1308
C -1.5949 -2.5429 4.2028
C 2.9524 -0.2973 3.2141
C -3.6343 3.4780 2.1984
C 1.8754 0.5348 -7.4247
C -2.1688 -3.5546 2.0723
C -1.1853 -1.3897 3.5402
C 2.2071 -2.3906 -1.0065
H 0.5173 -1.7539 -3.8705
H -4.3127 4.2891 2.4447
H 3.1037 -1.6773 -2.9292
H -2.3494 -4.5470 3.9722
H -0.6711 2.9097 0.5834
H -1.9424 -2.2874 0.3176
H 0.2516 2.4950 2.9064
H 3.9730 1.0522 4.5450
H -0.8195 -0.5306 4.1072
H -0.8555 2.2904 -6.5482
H -2.2246 4.7649 1.1575
H 3.6975 -1.0911 3.2822
H 1.7140 -1.4415 1.8650
H 0.5580 -3.0865 0.3165
H -4.8611 1.9579 3.1302
H 3.5044 1.9145 -6.7254
H -0.2654 -0.0512 -7.7716
H -3.3000 0.1033 2.5743
H -1.5421 -2.5857 5.2854
H -2.5420 -4.3935 1.4843
H -1.0513 -2.6267 -1.8235
H 1.4767 3.5025 -5.8949
H 3.0594 -2.4440 -0.3375
H 2.4272 -0.2809 -7.8843
H 2.2373 2.8388 4.3593
```

Results of the Mulliken charge analysis, in e, for atoms 1 through 2:
1 Ir 0.936
2 Cl -0.449